C30H58O17Zn2 as an isolated structure. Source: the Open Molecules 2025 dataset; level of theory: the ωB97M-V functional and the def2-TZVPD basis.

**Kohn-Sham gap (spin up / spin down)**: 5.789 / 5.385 eV
**E_tot**: -6015.2111 hartree
**HOMO (spin up / spin down)**: -10.66 / -10.26 eV
**Multiplicity**: 2
**Maximum force**: 0.11621 hartree/bohr
**Total charge**: +1

Atoms and positions in Å:
Zn -2.15 -19.16 18.61
Zn 4.95 -18.24 21.83
C 1.90 -20.37 19.71
C 2.88 -19.54 20.54
C 2.50 -17.97 20.72
O 3.36 -17.29 21.28
C 1.21 -17.51 20.34
C 0.40 -18.30 19.69
C 0.74 -19.72 19.30
O -0.16 -20.43 18.67
O -0.72 -17.77 19.45
O 3.85 -19.94 21.10
H 2.07 -21.41 19.45
H 0.93 -16.49 20.56
C 8.02 -20.66 20.51
C 7.20 -19.64 20.77
C 6.71 -18.71 19.62
O 5.79 -17.82 19.83
C 7.20 -18.69 18.39
C 8.23 -19.66 18.08
C 8.60 -20.75 19.18
O 9.51 -21.49 18.78
O 8.91 -19.61 17.02
O 6.83 -19.40 21.97
H 8.34 -21.31 21.31
H 6.86 -17.94 17.68
C -0.56 -17.77 15.00
C -1.59 -18.65 15.61
O -1.98 -18.05 16.84
H -1.07 -17.08 14.32
H 0.15 -18.32 14.38
H -0.06 -17.17 15.77
H -1.14 -19.61 15.85
H -2.38 -18.74 14.86
H -2.41 -17.22 16.62
C 3.13 -15.10 18.24
C 2.63 -15.88 17.07
O 3.14 -15.35 15.87
H 4.22 -15.00 18.26
H 2.87 -15.69 19.12
H 2.66 -14.14 18.46
H 1.54 -15.85 17.07
H 2.92 -16.91 17.29
H 2.69 -15.89 15.21
C 5.04 -22.37 19.29
C 4.11 -23.30 20.03
O 4.09 -22.86 21.38
H 4.75 -21.32 19.30
H 5.22 -22.85 18.33
H 6.08 -22.25 19.61
H 4.37 -24.36 20.04
H 3.09 -23.25 19.65
H 3.58 -22.05 21.53
C 4.44 -14.93 24.16
C 5.08 -15.20 22.77
O 5.74 -16.47 22.82
H 4.75 -13.95 24.51
H 4.74 -15.68 24.89
H 3.35 -14.92 24.13
H 5.67 -14.37 22.38
H 4.26 -15.18 22.05
H 6.54 -16.30 23.33
C 2.16 -19.30 24.55
C 3.36 -18.27 24.52
O 4.51 -18.83 23.81
H 1.29 -18.85 24.07
H 1.94 -19.74 25.53
H 2.46 -20.14 23.93
H 3.60 -18.09 25.56
H 3.00 -17.33 24.09
H 4.74 -19.70 24.17
C -2.41 -15.11 22.02
C -3.84 -15.74 21.96
O -4.31 -15.71 20.67
H -1.90 -15.13 22.98
H -2.42 -14.16 21.49
H -1.85 -15.74 21.33
H -4.51 -15.08 22.52
H -3.94 -16.74 22.37
H -5.06 -15.11 20.74
C -1.80 -19.22 22.95
C -2.66 -19.15 21.72
O -2.39 -20.01 20.62
H -0.75 -19.02 22.75
H -2.01 -20.18 23.43
H -2.03 -18.43 23.66
H -2.51 -18.14 21.34
H -3.70 -19.32 21.99
H -2.51 -20.92 20.87
C 0.58 -23.58 21.79
C -0.47 -23.29 20.69
O 0.20 -23.46 19.47
H 1.41 -22.88 21.74
H 1.08 -24.55 21.68
H 0.12 -23.61 22.77
H -0.96 -22.32 20.81
H -1.27 -24.02 20.85
H 0.59 -22.64 19.17
C 3.07 -20.44 16.55
C 2.49 -20.85 15.22
O 1.10 -20.74 15.10
H 2.86 -21.21 17.29
H 2.87 -19.48 17.03
H 4.16 -20.49 16.46
H 2.74 -21.90 15.14
H 2.81 -20.27 14.35
H 0.69 -21.01 15.92

Mulliken atomic charge list, values in e, 99 entries: 0.7523 1.2710 0.2863 0.3527 0.6037 -1.1017 -0.8557 0.7440 1.6844 -1.3260 -1.0896 -1.2120 -0.1095 0.7786 -0.9695 0.8505 0.4556 -0.7971 -0.2115 0.3870 0.5426 -0.5843 -0.5431 -0.7859 0.4603 0.5584 -0.8136 0.2622 -0.1482 0.4253 0.3149 -0.0205 -0.0535 0.3450 0.2216 -0.8892 0.3589 -0.5637 0.3443 0.0130 0.3697 0.0421 -0.0101 0.3118 -0.3710 -0.0802 -0.5501 -0.2611 0.4012 0.2957 0.4393 -0.0127 0.1829 -1.1706 0.1268 -0.3610 0.3540 0.2959 0.2908 0.5339 -0.1790 0.2400 -0.7208 -0.2518 -0.2218 0.0700 0.3870 0.1258 0.5000 0.0196 0.2245 -0.5259 -0.2649 -0.4925 0.3230 0.3393 -0.1821 0.4908 0.0777 0.3263 -0.9203 0.0855 -0.4593 -0.0012 0.4258 0.4298 -0.1154 0.3962 0.1870 -0.9637 0.9343 -0.6038 0.0818 0.2853 0.4382 -0.8161 0.5181 0.0530 -0.5819